Entry from the OMol25 dataset: a structure of composition C37H38CrF5GeN2S (the ωB97M-V functional and the def2-TZVPD basis).

Geometry (Å):
Cr1 0.0773 0.1562 -0.7489
C1 0.2916 -2.9451 2.7554
C2 -0.4832 -2.6231 1.4975
C3 -0.0424 -3.1286 0.2752
C4 1.2307 -3.9307 0.1750
C5 -0.7831 -2.8907 -0.8931
C6 -0.2908 -3.4832 -2.1922
C7 -1.9547 -2.1345 -0.8341
C8 -2.7298 -1.7897 -2.0812
C9 -2.4138 -1.6444 0.4031
C10 -3.7034 -0.8619 0.4045
C11 -1.6622 -1.8581 1.5613
C12 -2.0701 -1.2523 2.8854
H1 1.3270 -2.6071 2.6914
H2 0.3223 -4.0255 2.9211
H3 -0.1489 -2.4905 3.6366
H4 1.0183 -4.9785 -0.0598
H5 1.8069 -3.9084 1.0946
H6 1.8652 -3.5277 -0.6165
H7 0.4790 -2.8524 -2.6465
H8 -1.0948 -3.6120 -2.9124
H9 0.1571 -4.4625 -2.0277
H10 -3.6311 -2.4033 -2.1834
H11 -2.1298 -1.9138 -2.9780
H12 -3.0334 -0.7446 -2.0511
H13 -3.5212 0.1505 0.0278
H14 -4.1599 -0.7897 1.3878
H15 -4.4371 -1.3309 -0.2522
H16 -2.8924 -0.5528 2.7763
H17 -1.2358 -0.6961 3.3180
H18 -2.3784 -2.0162 3.6050
F1 6.4303 1.5580 1.7373
C13 5.4870 1.0356 0.9419
C14 4.6383 0.0507 1.4082
F2 4.7671 -0.3989 2.6666
C15 3.6686 -0.4706 0.5717
F3 2.9002 -1.4534 1.0719
C16 3.4592 -0.0349 -0.7333
S1 2.1929 -0.6634 -1.7574
C17 4.3610 0.9382 -1.1719
F4 4.2786 1.4102 -2.4209
C18 5.3474 1.4678 -0.3647
F5 6.1676 2.4216 -0.8288
N1 1.1480 0.3773 2.6784
N2 0.8419 0.9508 1.3978
H19 1.7301 1.0112 3.2156
H20 1.6750 -0.4688 2.5134
H21 1.5803 1.5800 1.0863
H22 0.0178 1.5293 1.5297
C19 -1.2963 1.4092 -1.3349
Ge1 -1.1862 3.1877 -0.7068
C20 0.6530 3.7416 -0.2115
C21 1.7017 3.4838 -1.1001
C22 3.0058 3.8607 -0.8016
C23 3.2925 4.4750 0.4108
C24 2.2672 4.7266 1.3110
C25 0.9597 4.3717 0.9948
C26 -2.1830 3.4612 0.9988
C27 -2.4561 2.3711 1.8242
C28 -3.0963 2.5301 3.0476
C29 -3.4922 3.7940 3.4632
C30 -3.2453 4.8908 2.6478
C31 -2.5959 4.7223 1.4310
C32 -1.8410 4.6685 -1.8493
C33 -3.0074 4.4905 -2.5941
C34 -3.5221 5.5095 -3.3836
C35 -2.8711 6.7348 -3.4469
C36 -1.7061 6.9284 -2.7195
C37 -1.1986 5.9026 -1.9293
H23 -2.1118 1.3015 -2.0589
H24 1.4956 2.9653 -2.0313
H25 3.7980 3.6695 -1.5143
H26 4.3124 4.7527 0.6508
H27 2.4827 5.2035 2.2606
H28 0.1684 4.5771 1.7084
H29 -2.1770 1.3749 1.4892
H30 -3.2880 1.6673 3.6755
H31 -3.9944 3.9235 4.4145
H32 -3.5595 5.8800 2.9611
H33 -2.4125 5.5891 0.8034
H34 -3.5186 3.5337 -2.5603
H35 -4.4299 5.3468 -3.9531
H36 -3.2679 7.5322 -4.0640
H37 -1.1877 7.8792 -2.7679
H38 -0.2825 6.0674 -1.3713

⟨S²⟩: 6.25
Spin multiplicity: 5
Total charge: -1
HOMO-LUMO gap (alpha / beta) in eV: 5.9 / 6.4



Entry from the OMol25 dataset: a structure of composition C37H38N4O2RhSi in a non-equilibrium geometry (the ωB97M-V functional and the def2-TZVPD basis).

Geometry (Å):
Rh1 0.2379 0.6930 -0.0875
C1 2.5776 -2.3482 -2.3400
C2 2.3809 -1.3929 -1.1761
O1 1.6779 -0.3912 -1.3851
C3 3.0760 -1.6648 0.0493
C4 4.0268 -2.6962 0.1367
C5 4.7814 -2.8949 1.2640
C6 4.6132 -2.0466 2.3622
C7 3.6845 -1.0443 2.3226
C8 2.8450 -0.8149 1.1896
O2 1.9735 0.1040 1.2543
H1 1.9978 -1.9924 -3.1882
H2 2.2409 -3.3445 -2.0638
H3 3.6324 -2.3754 -2.6080
H4 4.1912 -3.3467 -0.7102
H5 5.5193 -3.6841 1.2925
H6 5.2216 -2.1895 3.2471
H7 3.5597 -0.3682 3.1554
C9 -3.1942 1.6598 0.5170
N1 -2.0555 1.6187 -0.3775
C10 -2.1137 2.3050 -1.4679
C11 -1.0001 2.3984 -2.3228
C12 -0.7862 3.1434 -3.4948
C13 0.5493 2.9774 -3.8201
C14 1.0943 2.1290 -2.8531
N2 0.1686 1.7829 -1.9675
C15 -4.2825 0.6756 0.1565
C16 -5.6069 1.0755 0.0348
C17 -6.5871 0.1601 -0.3110
C18 -6.2545 -1.1590 -0.5668
C19 -4.9360 -1.5666 -0.4429
C20 -3.9638 -0.6595 -0.0640
H8 -3.6256 2.6728 0.5406
H9 -2.8199 1.4147 1.5129
H10 -3.0134 2.8809 -1.7299
H11 -1.5171 3.7266 -4.0239
H12 1.0753 3.4124 -4.6485
H13 2.1119 1.7926 -2.7746
H14 -5.8817 2.1056 0.2213
H15 -7.6161 0.4813 -0.3887
H16 -7.0198 -1.8672 -0.8549
H17 -4.6607 -2.5947 -0.6390
H18 -2.9439 -0.9759 0.0706
C21 -1.9113 -3.0098 2.8441
Si1 -0.8713 -1.4194 2.5259
C22 0.6751 -1.6279 3.6482
C23 -1.7815 0.0266 3.3805
N3 -0.7593 -1.0830 0.8443
C24 -0.6783 -1.9952 -0.1579
C25 -1.1034 -1.6405 -1.4623
C26 -1.1061 -2.5582 -2.4875
C27 -0.7039 -3.8691 -2.2704
C28 -0.2695 -4.2367 -1.0063
C29 -0.2387 -3.3209 0.0249
H19 -2.5969 -2.8693 3.6725
H20 -1.2758 -3.8527 3.0934
H21 -2.4978 -3.2898 1.9771
H22 0.3817 -1.8690 4.6678
H23 1.2360 -0.7020 3.6846
H24 1.3542 -2.4030 3.3086
H25 -1.6765 -0.0692 4.4567
H26 -2.8433 0.0374 3.1560
H27 -1.3487 0.9786 3.0928
H28 -1.4398 -0.6261 -1.6532
H29 -1.4371 -2.2555 -3.4719
H30 -0.7208 -4.5890 -3.0763
H31 0.0499 -5.2560 -0.8215
H32 0.1345 -3.6059 0.9965
C30 0.5306 2.6123 1.1227
C31 1.5975 3.2459 0.4393
C32 1.3665 4.2366 -0.5498
C33 2.3966 4.8347 -1.2198
C34 3.7292 4.4796 -0.9437
C35 3.9812 3.5068 0.0417
C36 2.9498 2.9209 0.7179
C37 4.7968 5.0964 -1.5997
N4 5.6924 5.6035 -2.1217
H33 -0.4342 3.1061 1.0658
H34 0.7604 2.1758 2.0892
H35 0.3461 4.5056 -0.7832
H36 2.1994 5.5877 -1.9704
H37 5.0046 3.2327 0.2607
H38 3.1535 2.1687 1.4640

Spin multiplicity: 1
Total charge: -1
HOMO-LUMO gap (alpha / beta) in eV: 6.3 / 6.6



Entry from the OMol25 dataset: a structure of composition C37H38N7O3PSW in a non-equilibrium geometry (the ωB97M-V functional and the def2-TZVPD basis).

Geometry (Å):
W1 0.7158 -0.5581 0.1179
C1 0.4420 -1.3904 4.8568
O1 0.9298 -0.1193 4.3040
C2 0.9785 0.0783 3.0422
O2 0.5617 -0.7444 2.1717
N1 1.5048 1.2492 2.6671
N2 1.5436 1.5447 1.2966
H1 0.8316 -1.4067 5.8685
H2 0.8363 -2.2147 4.2692
H3 -0.6443 -1.3631 4.8606
H4 1.7580 1.9408 3.3642
H5 2.4845 1.8672 1.0675
H6 0.8748 2.2884 1.0789
N3 3.5610 -1.8807 -0.7982
P1 3.1553 -0.3121 -0.3955
C3 4.5649 0.7330 -0.1839
C4 5.2276 1.2347 -1.3165
C5 6.3930 1.9614 -1.1478
C6 6.8874 2.1970 0.1313
C7 6.2313 1.7036 1.2538
C8 5.0718 0.9639 1.1024
C9 2.0947 0.3060 -1.7238
C10 1.2575 -0.6442 -2.3587
C11 0.3540 -0.2132 -3.3502
C12 0.2732 1.1215 -3.6872
C13 1.0942 2.0635 -3.0463
C14 1.9785 1.6735 -2.0636
C15 2.8230 -2.9265 -0.2702
C16 3.3440 -4.2212 -0.2845
C17 2.6462 -5.2257 0.3395
C18 1.4463 -4.9089 0.9853
C19 0.9790 -3.6275 0.9208
N4 1.6193 -2.6133 0.2613
H7 4.4737 -2.0992 -1.1810
H8 4.8499 1.0511 -2.3148
H9 6.9210 2.3419 -2.0113
H10 7.7996 2.7658 0.2526
H11 6.6354 1.8851 2.2398
H12 4.5856 0.5423 1.9761
H13 1.4900 -1.7056 -2.2976
H14 -0.2343 -0.9408 -3.8943
H15 -0.3921 1.4389 -4.4791
H16 1.0552 3.1026 -3.3496
H17 2.6265 2.4042 -1.5952
H18 4.2968 -4.4081 -0.7607
H19 3.0334 -6.2359 0.3516
H20 0.8841 -5.6557 1.5265
H21 0.0567 -3.3659 1.4136
N5 -5.3033 -4.8331 -0.4230
C20 -4.9878 -3.5439 -0.3070
O3 -5.7530 -2.6007 -0.3087
C21 -3.5327 -3.1426 -0.1680
C22 -3.0766 -2.6595 1.0569
C23 -1.8719 -1.9973 1.1164
N6 -1.0910 -1.8031 0.0297
C24 -1.5106 -2.3239 -1.1408
C25 -2.7076 -2.9960 -1.2786
H22 -6.2768 -5.0872 -0.5257
H23 -4.6151 -5.5665 -0.4136
H24 -3.6795 -2.7504 1.9506
H25 -1.5122 -1.5877 2.0487
H26 -0.8660 -2.1772 -1.9948
H27 -3.0041 -3.3595 -2.2532
N7 -0.6050 0.8931 -0.3661
S1 -2.0286 1.2561 0.4208
C26 -3.2834 1.2620 -0.8155
C27 -3.2198 2.1528 -1.8903
C28 -4.2398 2.1341 -2.8216
C29 -5.3100 1.2517 -2.6650
C30 -5.3674 0.3856 -1.5843
C31 -4.3468 0.3858 -0.6424
C32 -1.8410 2.9536 0.9202
C33 -0.9414 3.8260 0.3117
C34 -0.9041 5.1465 0.7360
C35 -1.7613 5.5824 1.7411
C36 -2.6550 4.7022 2.3344
C37 -2.6962 3.3743 1.9317
H28 -0.5629 1.3413 -1.2814
H29 -2.4202 2.8789 -1.9752
H30 -4.2264 2.8228 -3.6548
H31 -6.1154 1.2606 -3.3871
H32 -6.2052 -0.2864 -1.4559
H33 -4.4072 -0.2735 0.2124
H34 -0.2993 3.5048 -0.5011
H35 -0.2216 5.8437 0.2696
H36 -1.7351 6.6160 2.0583
H37 -3.3216 5.0476 3.1123
H38 -3.3973 2.6894 2.3932

⟨S²⟩: 2.02
Spin multiplicity: 3
Total charge: +4
HOMO-LUMO gap (alpha / beta) in eV: 7.1 / 6.5



It is found that the energy relative to the best compared isomer or geometry (same formula, charge and spin) values, taken in the order of the records, are 1.0; 26.9; 17.8 kcal/mol.